DFT (ωB97M-V/def2-TZVPD) results for a 14-piece molecular cluster, C32H78BN2O20PS overall in a non-equilibrium geometry.

Properties
**Orbital gap**: 7.938 eV
**Relative energy (zero: lowest compared OMol25 entry of this formula, charge and spin)**: 0.000 eV

Structure (ORCA input):
```
! RIJCOSX wB97M-V def2-TZVPD def2/J DEFGRID3
* xyz 0 1
S 0.21 0.99 2.30
P -4.87 -0.90 1.84
O -10.27 0.15 0.38
O -4.49 -2.12 2.83
O 6.38 -2.88 1.11
O -2.37 0.94 -6.11
O 5.00 3.64 6.34
O -7.76 7.64 1.08
O -3.72 -0.88 -2.74
O 5.33 2.30 0.36
O 5.12 -3.17 0.49
O 7.53 -1.03 3.24
O 1.77 -0.94 4.70
O 3.81 -5.77 1.20
O 3.57 -3.96 5.90
O -8.37 3.30 1.12
O 1.47 -0.38 -11.59
O -2.68 3.41 -2.84
O 1.85 -1.99 -2.31
O -5.95 -1.54 0.84
O 1.38 -1.18 7.51
O -0.73 -0.76 -9.75
N -5.46 0.32 2.57
N 0.46 0.48 -0.54
C 2.60 -0.72 -0.45
C 5.88 4.71 6.05
C 3.77 2.07 3.59
C -1.80 -0.33 -0.91
C 4.26 3.12 -0.11
C -9.17 -0.52 -0.24
C -1.63 0.19 -10.31
C 3.62 -1.09 1.71
C -4.08 -1.17 -1.40
C 3.63 -1.26 0.33
C 4.77 -2.03 -0.30
C -2.33 -0.02 1.80
C -8.31 6.33 1.20
C -3.33 -0.51 0.96
C 8.86 -0.54 3.34
C 1.67 -2.19 8.47
C 2.59 -0.42 2.36
C -3.16 4.09 -3.99
C 2.62 -0.85 -1.95
C -2.32 -0.28 -6.85
C 1.55 -0.06 0.19
C -3.05 -0.66 -0.40
C 3.61 0.86 4.52
C -0.81 0.15 -0.06
C -4.06 0.45 -3.10
C 3.01 -5.26 6.10
C -1.09 0.32 1.30
C 2.19 -2.56 -3.56
C 3.70 -6.38 2.48
C -8.05 2.22 2.01
C 1.56 0.08 1.58
C 2.04 -0.80 -12.84
B 2.61 -0.19 3.93
H -4.02 -2.79 2.32
H -9.30 6.28 0.74
H 0.11 -0.65 -10.20
H 5.41 5.33 5.29
H 1.37 -2.44 -4.27
H 2.19 0.04 -2.43
H 5.65 -1.41 -0.42
H -4.87 1.12 2.38
H 2.02 -5.32 5.65
H -8.39 6.04 2.25
H 4.47 4.18 0.09
H -8.36 8.25 1.53
H -5.05 0.48 -3.56
H 4.13 2.98 -1.19
H -2.37 4.68 -4.46
H -9.48 -0.92 -1.21
H 3.06 -0.42 -12.94
H 3.14 -5.73 3.16
H 6.23 -3.11 2.04
H 5.41 3.09 7.01
H 4.44 2.78 4.07
H -2.38 4.07 -2.21
H 2.66 -2.01 8.86
H 3.68 -5.97 5.61
H 3.64 -0.91 -2.30
H -2.59 0.08 -9.83
H -4.15 -2.26 -1.35
H -7.08 2.41 2.44
H -8.37 0.20 -0.39
H -1.75 0.01 -11.39
H -7.65 5.64 0.70
H 4.46 -2.46 -1.25
H 0.95 -2.17 9.29
H 1.45 0.58 -11.59
H -10.96 -0.50 0.51
H -1.67 0.91 -5.46
H 1.64 -3.18 7.99
H 3.36 2.83 0.41
H 9.58 -1.36 3.41
H 3.08 -2.10 -4.00
H 2.83 2.56 3.38
H 4.25 1.77 2.67
H 4.69 -6.58 2.91
H 1.68 -0.57 5.58
H -2.50 -1.13 -6.19
H 9.11 0.10 2.49
H 0.49 -1.34 7.17
H -4.00 4.75 -3.74
H 4.27 -4.93 1.34
H -3.51 3.34 -4.70
H 2.40 -3.62 -3.44
H 2.07 -1.88 -12.83
H -2.51 0.12 2.86
H 3.36 1.16 5.54
H -5.65 -2.36 0.43
H 6.07 5.32 6.94
H 0.53 0.28 -1.53
H -1.59 -0.44 -1.96
H 6.13 2.58 -0.11
H 6.84 4.34 5.67
H -1.26 1.21 -10.15
H 2.95 -5.51 7.16
H -3.34 0.87 -3.79
H -8.03 1.28 1.47
H -9.24 3.11 0.75
H -8.79 2.17 2.81
H -8.81 -1.32 0.40
H 4.59 0.37 4.57
H 3.17 -7.32 2.37
H 4.43 -1.48 2.31
H -1.36 -0.39 -7.35
H -5.06 -0.72 -1.22
H 7.47 -1.56 2.44
H 1.43 -0.46 -13.68
H 8.92 0.06 4.25
H -4.09 1.10 -2.23
H -3.11 -0.25 -7.60
H 2.99 -3.32 6.33
*
```

These are the Mulliken partial charges, in e, on atoms 1 to 8: number 1, S, carries -0.5490; number 2, P, carries 1.1588; number 3, O, carries -0.5056; number 4, O, carries -0.5857; number 5, O, carries -0.4811; number 6, O, carries -0.4626; number 7, O, carries -0.4456; number 8, O, carries -0.5241